Record 1
Formula: C2H3NOS2
Source: OMol25
Level of theory: wB97M-V/def2-TZVPD

XYZ file:
```
9
Properties=species:S:1:pos:R:3:forces:R:3
C 2.380 -1.254 -0.994 -1.1936 -1.8297 -0.9968
C -1.126 0.019 0.890 0.2916 -0.6350 -1.9642
N -1.237 1.134 0.206 -0.1428 -1.1395 3.6634
O 1.913 -2.125 -1.584 0.0270 -0.2581 -0.4169
S 2.920 -0.134 -0.134 1.1172 2.1082 1.4155
S -1.420 1.310 -1.382 -0.0624 0.5093 -2.1340
H -1.058 -0.024 1.979 -0.0314 0.2487 -0.5007
H -1.066 -0.872 0.195 -0.1079 0.8409 1.3729
H -1.306 1.946 0.824 0.1023 0.1553 -0.4393
```
Forces are in eV/Å.

Output
HOMO level (spin up / spin down)	-8.14 / -8.13	eV
net charge	0
HOMO-LUMO gap (spin up / spin down)	8.11 / 8.11	eV

Here are the Löwdin charges for atoms 1 to 4, given in e: number 1, C, carries -0.933; number 2, C, carries -0.068; number 3, N, carries -0.673; number 4, O, carries 0.107


Record 2
Formula: C37H30Cl3FeN3OP2S2Si
Source: OMol25
Level of theory: wB97M-V/def2-TZVPD

XYZ file:
```
80
Properties=species:S:1:pos:R:3:forces:R:3
Fe -0.146 -0.059 -0.475 0.3830 -0.0985 1.1826
O 1.830 -0.944 3.142 -0.0242 0.0184 -0.1039
C 1.175 -0.481 2.200 0.0637 0.0578 0.0784
N 1.342 -0.687 0.893 -0.3117 -0.1372 -0.0812
C 1.982 -1.946 0.594 -0.1008 -0.0308 -0.0091
C 0.889 -2.999 0.477 -0.0742 0.2955 0.0172
C 1.149 -4.363 0.479 0.0440 -0.0802 0.0244
C 0.093 -5.250 0.411 0.0249 -0.0091 -0.0191
C -1.204 -4.756 0.354 -0.0240 -0.0009 -0.0013
C -1.377 -3.386 0.341 0.1236 0.1177 0.0324
N -0.356 -2.521 0.396 -0.2191 -0.3596 -0.2339
C -0.054 0.322 2.544 0.0321 -0.0797 -0.1340
C -0.191 0.920 3.784 0.0232 0.0547 0.1439
C -1.399 1.513 4.109 0.0495 -0.0244 0.0042
C -2.438 1.447 3.194 -0.0234 0.0208 -0.0059
C -2.213 0.829 1.975 0.0672 0.0061 -0.0065
N -1.037 0.292 1.644 -0.2899 0.1616 0.0359
H 2.545 -1.892 -0.340 -0.0335 0.0254 -0.0740
H 2.665 -2.235 1.393 0.0952 -0.0385 0.0306
H 2.173 -4.712 0.535 -0.0151 0.0088 0.0054
H 0.275 -6.318 0.403 -0.0063 0.0117 0.0110
H -2.061 -5.413 0.300 0.0279 0.0152 0.0068
H -2.367 -2.948 0.276 0.0673 -0.0259 -0.0297
H 0.652 0.883 4.463 -0.0618 0.0064 -0.0408
H -1.534 2.008 5.064 0.0040 -0.0113 -0.0246
H -3.407 1.885 3.401 0.0351 -0.0232 -0.0022
H -2.987 0.787 1.222 -0.0023 -0.0043 -0.0587
S 1.978 0.161 -2.088 -0.2321 0.0494 0.0091
P 1.918 1.783 -0.892 0.3128 0.8977 0.2787
C 0.458 2.118 -0.087 -0.1410 -0.5140 -1.2351
P -0.918 2.700 -0.902 0.2525 0.3730 0.5372
S -2.255 1.245 -1.351 0.1672 -0.1204 -0.0429
C -0.688 3.710 -2.404 0.0741 0.0489 -0.0072
C -0.801 5.098 -2.401 0.0416 0.0101 -0.0595
C -0.555 5.823 -3.562 -0.0207 -0.0182 0.0712
C -0.186 5.167 -4.727 0.0163 -0.0208 -0.0027
C -0.058 3.782 -4.731 -0.0183 -0.0232 0.0430
C -0.307 3.057 -3.575 -0.0634 0.1358 -0.0680
C -1.767 3.867 0.236 -0.1931 -0.0674 0.0100
C -3.051 4.334 -0.059 0.0346 -0.0350 0.0317
C -3.715 5.176 0.820 0.0398 -0.0510 -0.0503
C -3.105 5.556 2.012 0.0451 -0.0098 -0.0024
C -1.833 5.094 2.315 0.0282 -0.0494 -0.0457
C -1.167 4.250 1.428 0.0015 0.0308 -0.0263
C 3.229 1.666 0.386 0.0201 -0.1549 -0.0365
C 4.407 0.969 0.137 0.0001 0.0387 0.0168
C 5.406 0.910 1.100 -0.0449 -0.0032 -0.0416
C 5.238 1.552 2.319 -0.0353 0.0136 -0.0048
C 4.067 2.256 2.570 -0.0530 0.0085 -0.0336
C 3.066 2.313 1.607 0.0405 -0.0439 0.0485
C 2.576 3.222 -1.839 -0.0670 0.0131 -0.0580
C 2.496 4.483 -1.249 0.0421 0.0342 0.0005
C 2.969 5.606 -1.911 -0.0193 -0.0397 0.0282
C 3.528 5.482 -3.178 -0.0022 -0.0471 -0.0030
C 3.609 4.231 -3.774 -0.0209 -0.0366 0.0476
C 3.132 3.106 -3.108 0.0330 0.0421 0.0416
H -1.074 5.616 -1.490 0.0013 0.0178 -0.0355
H -0.648 6.903 -3.552 0.0074 -0.0321 0.0068
H 0.011 5.734 -5.629 -0.0075 -0.0259 0.0246
H 0.240 3.262 -5.634 -0.0171 0.0240 0.0458
H -0.208 1.981 -3.582 0.0036 -0.0831 -0.0048
H -3.530 4.017 -0.980 0.0021 0.0123 0.0380
H -4.712 5.531 0.582 0.0353 -0.0149 0.0023
H -3.626 6.209 2.704 0.0173 -0.0233 -0.0232
H -1.359 5.378 3.248 -0.0106 -0.0103 -0.0390
H -0.182 3.855 1.656 -0.0363 0.0041 0.0004
H 4.525 0.454 -0.810 0.0066 -0.0174 0.0233
H 6.313 0.348 0.903 -0.0307 0.0235 -0.0030
H 6.009 1.493 3.079 -0.0289 0.0045 -0.0393
H 3.924 2.747 3.526 -0.0019 -0.0237 -0.0507
H 2.133 2.828 1.805 0.0040 -0.0201 -0.0046
H 2.044 4.581 -0.266 0.0101 0.0039 -0.0400
H 2.893 6.583 -1.444 -0.0013 -0.0556 -0.0166
H 3.889 6.360 -3.702 -0.0119 -0.0410 0.0219
H 4.031 4.130 -4.768 -0.0193 -0.0033 0.0478
H 3.174 2.130 -3.578 -0.0087 0.0071 0.0009
Cl -2.808 -2.173 -2.513 0.0436 0.0715 0.1003
Si -0.833 -1.369 -2.501 -0.0537 -0.2465 -0.3656
Cl -0.806 -0.464 -4.405 -0.0048 0.0316 0.0179
Cl 0.306 -3.117 -2.927 0.0091 0.0592 0.0976
```
Forces are in eV/Å.

Output
HOMO level (spin up / spin down)	-4.39 / -4.98	eV
multiplicity	6
net charge	-1
HOMO-LUMO gap (spin up / spin down)	6.88 / 7.20	eV

Here are the Löwdin charges for atoms 1 to 4, given in e: number 1, Fe, carries 0.405; number 2, O, carries 0.013; number 3, C, carries -0.508; number 4, N, carries -0.084


Record 3
Formula: C15H40O5
Source: OMol25
Level of theory: wB97M-V/def2-TZVPD

XYZ file:
```
60
Properties=species:S:1:pos:R:3:forces:R:3
C -3.378 3.611 0.116 -0.6193 -1.7920 -1.2101
C -2.743 2.098 -0.037 0.1641 3.8342 0.3433
C -2.701 1.526 -1.454 -0.8217 1.4429 0.5398
O -1.422 2.351 0.380 -2.9518 3.2423 1.8390
H -2.739 4.323 -0.407 0.3333 -0.0730 0.4620
H -3.643 3.895 1.134 0.8655 -0.1779 0.2053
H -4.347 3.737 -0.368 -0.2668 -0.4354 -0.4268
H -3.309 1.472 0.653 0.0277 -0.3883 0.0586
H -3.726 1.558 -1.823 -0.1371 -1.2371 -0.1086
H -2.125 0.602 -1.395 -0.7312 -0.2242 -0.7137
H -2.233 2.230 -2.142 0.6211 -0.0010 0.2445
H -0.911 1.542 0.293 -0.3852 0.5992 0.2168
C 1.803 -3.438 2.663 2.1504 -0.1254 -0.5449
C 1.614 -3.169 1.160 0.0267 -4.7519 2.2364
C 1.586 -4.471 0.372 -0.1246 -0.7491 -0.7145
O 0.309 -2.632 1.109 -2.9096 -8.6637 2.0395
H 1.191 -4.251 3.053 -0.1379 -0.0792 -0.2772
H 1.575 -2.533 3.227 1.5201 -1.0275 -0.3506
H 2.849 -3.719 2.785 0.0605 -0.1232 0.3719
H 2.364 -2.465 0.802 -0.3608 -2.4813 0.0266
H 1.091 -4.336 -0.590 -0.0375 0.2967 -0.0725
H 1.014 -5.256 0.867 -0.2230 0.1729 0.3131
H 2.523 -4.968 0.124 0.4398 0.5142 0.2947
H -0.267 -2.810 1.857 0.2605 -1.0178 0.2184
C -1.622 -0.845 1.661 0.7455 -0.7260 -2.0107
C -1.465 -1.206 3.152 -0.9754 0.8928 -1.2070
C -0.013 -1.570 3.632 -1.5700 0.8358 -0.8120
O -2.087 -0.035 3.679 0.0951 -0.3224 1.7510
H -2.596 -0.784 1.175 -0.8570 0.1735 1.3715
H -1.217 -1.544 0.929 -0.1547 -0.0398 0.3784
H -1.158 0.098 1.371 -0.1704 -0.2580 1.1913
H -2.144 -2.043 3.311 -0.0321 0.0084 0.5962
H 0.595 -1.448 2.736 -0.0502 1.0819 0.8472
H 0.118 -2.627 3.861 -1.0227 0.3147 0.4339
H 0.395 -1.019 4.479 -0.3242 0.2764 -0.0714
H -1.410 0.599 3.927 0.0803 0.1104 -0.0314
C 1.251 -0.970 0.391 3.3726 7.3991 -2.5174
C 1.057 0.542 0.466 2.7795 -0.4617 -2.3051
C 2.054 1.308 -0.518 1.0054 -0.6479 3.6454
O -0.157 0.745 -0.191 1.7421 -2.8660 -2.4467
H 0.416 -1.615 0.663 0.2162 4.3879 -1.5222
H 2.109 -1.365 0.935 -0.5756 3.3208 -0.0323
H 1.455 -1.157 -0.663 0.4610 -0.1716 -0.3521
H 1.063 0.967 1.470 -0.1986 0.0687 0.0751
H 1.943 0.975 -1.549 1.0230 -2.4464 2.2347
H 3.102 1.278 -0.220 0.2711 -0.8999 0.1850
H 1.957 2.394 -0.517 -0.7797 -0.1549 0.3007
H -0.569 -0.101 -0.385 0.2335 -0.2985 -0.0541
C 0.455 1.130 -4.610 0.5101 0.8266 0.4953
C 1.027 2.538 -4.203 -1.0844 -1.0476 2.1055
C 1.233 2.656 -2.600 -2.4552 0.8644 -2.8689
O 2.300 2.702 -4.750 0.3373 -0.0295 -0.9808
H 0.529 0.932 -5.680 0.7189 0.1158 -0.0576
H -0.615 0.974 -4.467 0.0493 0.1912 0.8280
H 1.072 0.476 -3.994 -0.3477 -0.8640 -0.3284
H 0.282 3.212 -4.627 0.5728 0.8585 0.2230
H 0.248 2.785 -2.151 -0.3061 0.1793 0.1770
H 1.804 3.537 -2.307 0.2173 -0.0026 -0.4008
H 1.579 1.785 -2.044 -0.9431 2.5428 -3.6062
H 2.633 1.801 -4.740 0.6524 0.0339 -0.2254
```
Forces are in eV/Å.

Output
HOMO level	-8.67	eV
net charge	0
HOMO-LUMO gap	9.07	eV

Here are the Löwdin charges for atoms 1 to 4, given in e: number 1, C, carries -0.038; number 2, C, carries -0.438; number 3, C, carries -0.043; number 4, O, carries -0.087


Record 4
Formula: C7H12N2
Source: OMol25
Level of theory: wB97M-V/def2-TZVPD

XYZ file:
```
21
Properties=species:S:1:pos:R:3:forces:R:3
C -1.233 2.325 -0.703 0.8175 1.0006 1.2252
C 0.112 0.948 0.860 -1.0861 -0.3244 0.4722
C 1.023 -0.215 0.849 -1.2056 -1.3369 0.3758
C 1.122 -1.441 1.768 1.7877 0.2694 -3.2090
C 0.266 -1.488 0.533 -1.6067 1.4960 1.8260
C 0.356 -1.885 -0.842 2.1641 -2.8331 -1.9092
C -0.532 0.202 -1.539 -0.7356 2.6303 1.0301
H -0.742 3.250 -0.271 -0.1939 -1.1467 -0.2969
H -1.341 2.534 -1.745 -0.1466 -0.0297 -0.6590
H -2.220 2.289 -0.242 -0.2118 -0.2006 0.0542
H 0.614 1.850 1.184 -0.0131 0.5467 -0.1609
H -0.721 0.750 1.587 0.5225 0.2248 -0.4173
H 1.822 -0.115 0.149 0.8039 0.1212 -0.0942
H 0.578 -1.560 2.629 -0.9141 0.0945 2.1054
H 2.122 -1.891 1.720 -0.5340 0.0383 0.2734
H -0.826 -1.405 0.773 0.9196 0.0842 0.2305
H 1.459 -2.126 -1.091 -1.4024 0.5550 -0.0072
H -0.150 -2.860 -1.016 0.2214 0.4083 0.0209
H -1.043 0.687 -2.336 -0.3600 0.5492 -0.8669
N -0.448 1.110 -0.495 0.1036 1.0823 0.5512
N -0.217 -0.958 -1.772 1.0695 -3.2298 -0.5442
```
Forces are in eV/Å.

Output
HOMO level	-8.40	eV
net charge	0
HOMO-LUMO gap	9.34	eV

Here are the Löwdin charges for atoms 1 to 4, given in e: number 1, C, carries -0.079; number 2, C, carries -0.154; number 3, C, carries -0.225; number 4, C, carries -0.014


These records have ΔE to the lowest compared entry with this formula, charge and spin values of 1.499, 0.291, 13.583, 2.175 eV, in the order they appear.